1.
Below is an isolated ion of composition C9H19N2O and charge +1 in a non-equilibrium geometry, with properties calculated with ωB97M-V/def2-TZVPD.

Properties
energy relative to the best compared isomer or geometry (same formula, charge and spin) = 503.4 kJ/mol
frontier orbital gap (alpha / beta) = 5.04 / 6.11 eV
DFT total energy = -14652.549 eV
multiplicity = 3
LUMO (alpha / beta) = -2.624 / -7.808 eV
HOMO level (alpha / beta) = -7.66 / -13.92 eV
charge = +1

The geometry in XYZ format:
```
31
C9H19N2O (ωB97M-V/def2-TZVPD)
C 1.36 3.76 -0.82
H -2.13 -1.13 -1.77
C 0.98 2.43 -0.52
H 2.67 -0.04 -0.29
C 0.65 -0.07 -2.34
H -0.40 -2.49 -1.08
H 2.40 4.14 -0.86
H -2.31 0.63 -1.19
N -1.02 -0.12 1.23
H 0.66 4.37 -0.33
O -0.08 -0.67 2.24
C -0.77 -0.56 -0.09
H -0.02 -1.75 4.02
H 0.01 0.65 -2.56
H 0.99 3.83 -1.87
H -1.63 -1.94 3.22
H 1.86 -0.73 1.11
H 0.18 -1.07 -2.76
C 1.87 -0.62 -0.06
C -2.10 -0.40 -0.88
C -0.77 -1.22 3.41
H -2.75 -0.76 -0.01
H -1.59 -2.51 0.51
N 0.62 1.35 -0.43
H -1.18 -0.32 3.91
C 0.58 -0.03 -0.64
H 1.63 0.26 -2.73
H -1.15 0.85 1.46
H 1.84 -1.58 -0.59
C -0.60 -2.09 0.01
H 0.23 -2.16 0.69
```

***

2.
Below is a 2-piece molecular cluster, C9H19N2P overall in a non-equilibrium geometry, with properties calculated with ωB97M-V/def2-TZVPD.

Properties
energy relative to the best compared isomer or geometry (same formula, charge and spin) = 206.7 kJ/mol
frontier orbital gap = 9.14 eV
DFT total energy = -21905.586 eV
LUMO = 0.241 eV
HOMO level = -8.90 eV

The geometry in XYZ format:
```
31
C9H19N2P (ωB97M-V/def2-TZVPD)
C -1.34 -1.05 1.68
H -2.38 -0.91 -0.31
C 0.43 -0.68 -2.76
H 1.40 2.00 -1.15
C 0.25 -1.27 -1.40
N -0.59 0.24 -0.39
H -0.42 -0.19 -3.28
H -2.21 -1.57 1.96
H -0.37 1.44 1.18
C -1.67 -0.32 0.36
H -1.06 -0.28 2.32
C -2.62 0.85 0.66
H -2.23 1.54 1.39
H 1.05 3.02 0.27
H -3.60 0.53 1.03
N -1.39 -3.24 -1.48
C -0.73 -2.32 -1.42
H 2.12 1.14 1.87
H 0.54 -1.37 -3.58
C 1.64 0.50 1.11
C 0.67 2.24 -0.50
P 1.84 -2.09 -0.79
H 1.32 -2.44 0.40
H -0.49 -1.84 1.55
H -0.28 2.60 -0.80
H -2.78 1.29 -0.28
C 0.29 1.04 0.37
H 1.19 0.02 -2.89
H 1.67 -3.38 -1.26
H 1.38 -0.42 1.69
H 2.37 0.32 0.31
```